(1)
{"formula": "C16H22O3", "method": "ωB97M-V with the def2-TZVPD basis set", "total_charge": 0, "relative_energy_kcal_mol": 340.4, "e_homo_ev": -8.52, "spin_multiplicity": 1, "total_energy_ev": -23077.4372, "lumo_energy_ev": 0.4, "symbols": ["C", "C", "C", "C", "C", "C", "C", "O", "O", "C", "C", "O", "C", "C", "C", "C", "C", "C", "H", "H", "H", "H", "H", "H", "H", "C", "H", "H", "H", "H", "H", "H", "H", "H", "H", "H", "H", "H", "H", "H", "H"], "xyz": [[-0.19973, 1.88820, -2.91632], [-0.22355, 0.49224, -3.03468], [-1.59142, -0.13500, -2.96951], [-2.20154, 0.12773, -1.51842], [-1.30810, -0.19676, -0.15881], [-2.08094, -0.23026, 1.07207], [-2.26655, 1.13089, 1.43532], [-2.80472, 2.23393, 0.64300], [-1.57632, 1.69043, 2.43210], [-0.99583, 0.55231, 3.06355], [0.59537, 0.81252, 2.82650], [1.23159, 0.99650, 1.64035], [1.85142, 0.05162, 1.36690], [2.06114, -1.32764, 1.67197], [2.91585, -2.11920, 1.08714], [3.36844, -2.09343, -0.15047], [3.04299, -0.74400, -0.59537], [2.34931, 0.13464, -0.02373], [2.08032, 1.29300, -0.61425], [3.47060, -0.59701, -1.78156], [4.02181, -2.62170, -0.70845], [3.09699, -3.38193, 1.43853], [1.70431, -1.61784, 2.62527], [1.06323, -0.04855, 3.60466], [0.76054, 2.07124, 3.29216], [-1.43798, -0.67349, 2.17720], [-2.02597, -1.35083, 2.98354], [-0.50918, -1.24954, 1.74035], [-1.25376, 0.31602, 4.10510], [-3.16439, -0.65355, 0.91460], [-0.40575, 0.27621, -0.40016], [-0.99677, -1.30270, -0.40727], [-2.41911, 1.13735, -1.51882], [-3.08985, -0.43916, -1.41115], [-1.31592, -1.32207, -2.90638], [-2.15576, 0.09377, -3.88988], [0.34281, 0.32790, -4.03667], [0.50150, -0.23154, -2.32396], [-0.82686, 2.34428, -3.65677], [-0.32825, 2.11473, -2.03476], [0.72005, 2.25070, -3.06296]], "mulliken_charge": [-1.99, 0.31, -0.73, -1.27, -1.11, 1.03, 0.06, -0.67, -0.32, 0.28, -0.67, -0.12, 1.11, -0.40, -0.81, -0.68, 0.06, -0.40, 0.08, 0.11, 0.52, 0.08, 0.32, 0.26, 0.19, -0.67, 0.31, 0.12, 0.46, 0.63, 0.23, 0.26, 0.47, 0.55, 0.21, 0.40, 0.38, -0.13, 0.33, 0.58, 0.60]}

***

(2)
{"formula": "C4H10N3O", "method": "ωB97M-V with the def2-TZVPD basis set", "total_charge": 1, "relative_energy_kcal_mol": 78.9, "e_homo_ev": -14.19, "spin_multiplicity": 1, "total_energy_ev": -10817.9829, "lumo_energy_ev": -3.7, "symbols": ["C", "C", "C", "C", "N", "N", "N", "O", "H", "H", "H", "H", "H", "H", "H", "H", "H", "H"], "xyz": [[-2.64496, 0.14319, -0.29983], [0.71564, -1.59769, 0.97314], [0.79990, -0.11817, -0.80441], [-3.20086, 1.20657, 0.21698], [0.83742, -1.50479, -0.47038], [-0.27713, -0.69190, 1.39777], [0.04246, 0.45816, 0.55765], [-1.96044, -0.70296, -0.78124], [0.30255, -2.56559, 1.11476], [1.57419, -1.47361, 1.63636], [1.63810, 0.54939, -0.89908], [0.18612, 0.03844, -1.63476], [-1.18734, -1.01196, 1.24959], [-3.85719, 1.32631, 0.95888], [-3.13540, 2.13435, -0.49915], [0.09274, -1.95469, -0.92496], [0.75292, 0.97435, 0.99074], [-0.80928, 0.97300, 0.42754]], "mulliken_charge": [0.70, -0.66, -0.48, -0.95, -0.29, -0.34, 0.02, -0.40, 0.47, 0.24, 0.38, 0.37, 0.38, 0.33, 0.29, 0.39, 0.41, 0.16]}

***

(3)
{"formula": "C8H8BN", "method": "ωB97M-V with the def2-TZVPD basis set", "total_charge": 0, "relative_energy_kcal_mol": 27.6, "e_homo_ev": [-7.94, -7.94], "spin_multiplicity": 1, "total_energy_ev": -10588.5449, "lumo_energy_ev": [-0.8, -0.8], "symbols": ["B", "C", "C", "C", "C", "C", "C", "C", "C", "N", "H", "H", "H", "H", "H", "H", "H", "H"], "xyz": [[-1.09462, -0.06823, -0.10901], [-3.58735, -0.04148, -0.28241], [1.05420, -1.25074, 0.39802], [1.90332, -1.08174, -0.70069], [0.27602, -0.25417, 1.00974], [2.30944, 0.25348, -0.91959], [0.46218, 1.05384, 0.50135], [1.57711, 1.25531, -0.29219], [-2.39592, -0.00383, 0.50393], [-4.68723, -0.13908, -0.65886], [-0.93906, -0.19142, -1.28694], [1.73936, 2.33074, -0.35873], [0.97357, -2.21020, 0.60971], [2.33016, -1.84948, -1.25624], [-0.28873, -0.27182, 1.99878], [3.01393, 0.63925, -1.55403], [-0.07851, 1.86559, 0.88726], [-2.56786, -0.03600, 1.50990]], "mulliken_charge": [0.17, 0.09, -0.67, -0.66, 0.14, -0.33, -0.48, -0.40, -0.19, -0.52, -0.17, 0.31, 0.51, 0.52, 0.37, 0.46, 0.53, 0.32]}